1.
C38H35BrN6OSeTl as an isolated structure. Source: the OMol25 dataset; level of theory: ωB97M-V/def2-TZVPD.

The value obtained for the LUMO energy (alpha / beta) is 2.06 / 2.06 eV. As for the charge: -1. The HOMO-LUMO gap (alpha / beta) is 0.178 / 0.199 hartree.

The geometry in XYZ format:
```
83
Properties=species:S:1:pos:R:3:lowdin_charge:R:1
Tl 0.29 -0.22 -0.23 0.799
C -3.61 7.18 0.13 -0.072
C -2.15 6.74 0.07 -0.562
C -1.43 7.31 1.30 -0.052
C -1.52 7.32 -1.21 -0.052
C -2.01 5.22 0.07 -0.189
C -0.75 4.63 0.01 -0.103
C -0.64 3.26 0.00 -0.489
Br 1.16 2.55 -0.07 0.848
C -1.71 2.34 0.03 -0.379
O -1.55 1.06 0.01 -0.210
C -3.00 2.96 0.10 -0.075
C -3.09 4.34 0.11 -0.002
C -4.34 2.19 0.17 -0.525
C -4.23 0.66 0.19 -0.057
C -5.19 2.56 -1.05 -0.050
C -5.09 2.60 1.45 -0.053
H -3.65 8.28 0.13 0.080
H -4.10 6.83 1.04 0.084
H -4.17 6.83 -0.74 0.085
H -1.51 8.40 1.33 0.079
H -0.37 7.05 1.31 0.075
H -1.87 6.91 2.22 0.088
H -1.62 8.40 -1.22 0.079
H -2.03 6.91 -2.08 0.089
H -0.47 7.06 -1.28 0.076
H 0.15 5.23 -0.03 0.097
H -4.09 4.77 0.16 0.087
H -3.77 0.27 -0.71 0.066
H -5.24 0.24 0.27 0.083
H -3.65 0.31 1.04 0.086
H -4.68 2.28 -1.97 0.087
H -5.40 3.63 -1.09 0.072
H -6.15 2.04 -1.01 0.080
H -4.51 2.32 2.33 0.091
H -6.05 2.08 1.50 0.079
H -5.28 3.67 1.49 0.070
C -2.01 -4.08 -0.57 -0.096
C -2.14 -4.51 0.77 -0.098
C -1.72 -3.69 1.78 -0.038
C -1.14 -2.43 1.49 -0.219
N -1.02 -2.04 0.17 -0.002
C -1.44 -2.85 -0.80 -0.152
C -0.66 -1.54 2.51 -0.221
C -0.75 -1.82 3.90 -0.036
C -0.30 -0.92 4.82 -0.098
C 0.25 0.30 4.38 -0.093
C 0.32 0.52 3.03 -0.155
N -0.10 -0.35 2.11 0.007
H -2.33 -4.70 -1.39 0.087
H -2.58 -5.47 1.00 0.095
H -1.82 -4.01 2.80 0.090
H -1.32 -2.48 -1.81 0.102
H -1.18 -2.76 4.23 0.090
H -0.36 -1.15 5.88 0.096
H 0.60 1.04 5.08 0.087
H 0.74 1.45 2.65 0.080
Se 3.16 0.19 -4.30 0.957
N 1.80 0.11 -5.47 -0.293
C 0.68 0.09 -4.76 -0.428
C -0.62 0.09 -5.27 -0.045
C -1.68 0.13 -4.36 -0.103
C -1.45 0.11 -3.01 -0.163
N -0.22 0.05 -2.45 -0.011
C 0.85 0.10 -3.30 -0.485
N 2.08 0.19 -2.86 -0.286
H -0.78 0.09 -6.34 0.098
H -2.70 0.17 -4.72 0.092
H -2.27 0.15 -2.30 0.088
N 9.20 -4.91 -0.38 0.140
C 8.19 -4.36 -0.30 -0.199
C 6.94 -3.68 -0.20 -0.245
C 6.87 -2.42 0.40 -0.030
C 5.66 -1.76 0.48 -0.018
C 4.49 -2.34 -0.03 -0.234
C 4.57 -3.61 -0.62 -0.013
C 5.78 -4.27 -0.71 -0.027
C 3.24 -1.67 0.03 -0.112
C 2.16 -1.12 0.01 -0.091
H 7.77 -1.97 0.79 0.116
H 5.60 -0.78 0.94 0.119
H 3.67 -4.05 -1.02 0.122
H 5.84 -5.24 -1.18 0.117
```

2.
C38H35CeF4N5P2Se2 as an isolated structure. Source: the OMol25 dataset; level of theory: ωB97M-V/def2-TZVPD.

The expectation value of S² is 0.751. The value obtained for the LUMO energy (alpha / beta) is -3.41 / -3.40 eV. Its spin multiplicity is 2. As for the charge: +1. The HOMO-LUMO gap (alpha / beta) is 0.223 / 0.224 hartree.

The geometry in XYZ format:
```
87
Properties=species:S:1:pos:R:3:mulliken_spin:R:1
Ce 2.63 0.28 0.21 1.008
C 2.18 2.45 -2.68 0.000
C 3.61 1.91 -2.54 0.003
N 3.63 0.47 -2.17 -0.014
C 2.85 -0.41 -3.10 0.006
C 3.31 -0.37 -4.55 0.000
C 5.02 -0.05 -1.97 0.002
C 5.75 0.60 -0.78 0.000
N 4.90 0.61 0.41 -0.003
C 5.35 0.90 1.68 -0.003
C 4.52 0.60 2.80 0.001
F 3.23 0.01 2.60 0.001
C 4.90 0.81 4.12 0.000
F 4.06 0.43 5.13 0.000
C 6.14 1.37 4.39 -0.001
C 6.96 1.75 3.31 0.000
F 8.17 2.32 3.57 0.000
C 6.56 1.57 1.99 -0.001
F 7.36 1.93 0.95 0.000
H 2.22 3.55 -2.76 0.000
H 1.59 2.28 -1.74 0.002
H 1.62 2.06 -3.53 0.001
H 4.14 2.47 -1.75 0.000
H 4.18 2.02 -3.48 0.000
H 1.80 -0.08 -2.99 0.001
H 2.96 -1.43 -2.65 -0.001
H 3.11 0.59 -5.02 0.000
H 2.74 -1.13 -5.09 0.000
H 4.37 -0.62 -4.65 0.000
H 5.59 0.13 -2.89 0.001
H 4.95 -1.15 -1.84 0.000
H 6.08 1.62 -1.07 0.000
H 6.67 0.02 -0.59 -0.001
H 6.48 1.52 5.41 0.000
Se -2.46 -5.19 0.32 0.000
P -2.61 -3.01 0.10 0.000
C -3.21 -2.64 -1.54 0.000
C -4.58 -2.45 -1.78 0.000
C -5.03 -2.11 -3.06 0.000
C -4.11 -1.97 -4.09 0.000
C -2.74 -2.18 -3.87 0.000
C -2.27 -2.53 -2.61 0.000
C -3.52 -2.22 1.39 0.000
C -4.29 -1.08 1.11 0.000
C -4.90 -0.40 2.18 0.000
C -4.91 -0.97 3.47 0.000
C -4.21 -2.15 3.70 0.000
C -3.49 -2.77 2.68 0.000
C -0.93 -2.36 0.25 0.000
C -0.51 -1.08 0.61 -0.006
N 0.88 -1.13 0.35 -0.002
N 1.25 -2.31 -0.21 0.001
N 0.13 -3.10 -0.28 -0.001
P -1.19 0.59 0.86 0.013
Se 0.54 2.12 0.96 -0.003
C -1.79 0.86 2.54 0.001
C -2.41 2.05 2.92 -0.002
C -2.79 2.27 4.25 0.000
C -2.52 1.28 5.20 0.000
C -1.91 0.07 4.83 0.000
C -1.50 -0.13 3.51 0.000
C -2.11 1.12 -0.58 -0.010
C -3.38 1.73 -0.56 0.000
C -4.08 1.93 -1.77 0.000
C -3.48 1.62 -2.97 0.000
C -2.19 1.06 -3.02 0.000
C -1.51 0.82 -1.84 -0.011
H -5.29 -2.57 -0.98 0.000
H -6.09 -1.96 -3.23 0.000
H -4.44 -1.71 -5.08 0.000
H -2.05 -2.10 -4.69 0.000
H -1.22 -2.72 -2.41 0.000
H -4.33 -0.67 0.11 0.000
H -5.40 0.55 2.02 0.000
H -5.46 -0.48 4.27 0.000
H -4.24 -2.60 4.69 0.000
H -2.87 -3.64 2.85 0.000
H -2.57 2.83 2.19 0.000
H -3.28 3.20 4.52 0.000
H -2.74 1.42 6.24 0.000
H -1.74 -0.68 5.58 0.000
H -0.97 -1.05 3.27 0.000
H -3.83 2.02 0.39 0.000
H -5.06 2.38 -1.78 0.000
H -3.99 1.80 -3.91 0.000
H -1.72 0.84 -3.97 0.000
H -0.51 0.37 -1.89 0.017
```

3.
C38H36BN5O4P2ReS3Te as an isolated structure. Source: the OMol25 dataset; level of theory: ωB97M-V/def2-TZVPD.

The expectation value of S² is 0.758. The value obtained for the LUMO energy (alpha / beta) is -0.14 / -0.14 eV. Its spin multiplicity is 2. The HOMO-LUMO gap (alpha / beta) is 0.257 / 0.255 hartree.

The geometry in XYZ format:
```
91
Properties=species:S:1:pos:R:3:mulliken_spin:R:1
Re 0.77 1.50 -1.34 0.861
C -2.71 3.22 -1.44 -0.001
N -2.99 1.82 -1.75 0.002
C -3.94 1.38 -2.64 0.000
C -3.94 0.04 -2.59 0.001
N -2.97 -0.36 -1.68 0.001
B -2.88 -1.79 -1.07 0.008
N -1.71 -2.63 -1.81 0.004
C -1.95 -3.33 -2.96 0.000
C -0.92 -4.19 -3.16 0.000
N -0.06 -4.02 -2.10 0.001
C 1.06 -4.92 -1.83 0.001
C -0.55 -3.06 -1.30 -0.004
S 0.17 -2.46 0.18 0.001
C -2.40 0.75 -1.18 0.002
S -1.09 0.72 -0.04 0.051
H -3.58 3.66 -0.97 -0.002
H -2.46 3.74 -2.37 0.001
H -1.85 3.26 -0.78 0.003
H -4.52 2.08 -3.23 0.000
H -4.55 -0.68 -3.11 0.000
H -2.62 -1.76 0.09 -0.001
H -3.90 -2.37 -1.33 0.000
H -2.83 -3.16 -3.54 0.000
H -0.73 -4.91 -3.93 0.000
H 1.91 -4.68 -2.46 0.000
H 0.72 -5.94 -2.02 0.000
H 1.35 -4.82 -0.79 0.000
Te 3.85 -0.85 2.48 -0.002
C 5.66 -1.26 1.47 0.000
C 6.23 -0.30 0.65 -0.001
C 7.36 -0.64 -0.08 0.000
N 7.95 -1.83 -0.04 0.000
C 7.41 -2.73 0.78 0.000
C 6.27 -2.50 1.54 0.000
C 2.79 -0.34 0.75 0.007
P 2.11 -1.42 -0.31 0.000
C 3.15 -2.91 -0.46 0.004
C 3.95 -3.15 -1.57 0.000
C 4.73 -4.30 -1.64 -0.001
C 4.70 -5.23 -0.61 0.000
C 3.90 -4.99 0.50 -0.001
C 3.14 -3.84 0.58 0.002
C 1.92 -0.61 -1.92 -0.014
C 3.15 -0.28 -2.57 -0.015
C 3.17 0.09 -3.88 -0.007
C 1.97 0.14 -4.63 -0.006
C 0.78 -0.11 -4.03 0.032
C 0.71 -0.43 -2.64 0.018
P 2.12 1.32 0.51 0.008
C 3.67 2.30 0.54 -0.001
C 4.32 2.48 -0.68 0.001
C 5.53 3.15 -0.75 0.000
C 6.11 3.65 0.41 0.000
C 5.48 3.48 1.63 0.000
C 4.26 2.81 1.70 0.000
C 1.32 1.72 2.11 0.007
C 1.19 3.04 2.52 -0.004
C 0.50 3.36 3.68 -0.001
C -0.09 2.35 4.44 -0.001
C -0.01 1.03 4.01 0.000
C 0.68 0.72 2.84 0.003
H 5.81 0.69 0.56 0.000
H 7.82 0.10 -0.74 0.000
H 7.90 -3.70 0.81 0.000
H 5.88 -3.29 2.17 0.000
H 3.98 -2.46 -2.40 0.000
H 5.35 -4.47 -2.51 0.000
H 5.30 -6.13 -0.67 0.000
H 3.87 -5.71 1.31 0.000
H 2.50 -3.68 1.44 0.000
H 4.07 -0.33 -2.01 -0.004
H 4.11 0.33 -4.35 0.000
H 2.00 0.42 -5.67 0.000
H -0.15 -0.04 -4.58 -0.001
H -0.23 -0.73 -2.22 0.024
H 3.85 2.13 -1.59 0.003
H 6.01 3.29 -1.71 0.000
H 7.06 4.18 0.36 0.000
H 5.93 3.87 2.53 0.000
H 3.80 2.66 2.66 0.000
H 1.62 3.84 1.92 0.000
H 0.42 4.39 3.99 0.000
H -0.62 2.59 5.35 0.000
H -0.50 0.25 4.57 0.000
H 0.70 -0.31 2.50 -0.001
O 0.45 3.62 -1.42 0.010
S 0.69 3.35 -2.93 0.003
O -0.34 2.27 -3.16 0.003
O 2.00 2.56 -2.83 0.001
O 0.68 4.47 -3.80 0.002
```